# 1
Computed, not measured: a single C16H23NO2S molecule, with ωB97M-V/def2-TZVPD.

Computed properties:
SMILES string: COc1ccc(C(=O)NCCSC2CCCCC2)cc1
LUMO level (Ha): 0.0241
ΔE to the lowest compared entry with this formula, charge and spin (kJ/mol): 0.0
Calculated total energy (Ha): -1226.926882
Gap between HOMO and LUMO (eV): 9.2

Cartesian coordinates (Å):
C 4.4842 -1.2181 -4.1036
H 5.3254 -1.0786 -4.7808
O 3.7906 0.0063 -4.1015
C 2.6759 0.1255 -3.3339
C 2.0422 1.3708 -3.3705
C 0.9057 1.5946 -2.6288
C 0.3557 0.5788 -1.8485
C 0.9963 -0.6531 -1.7996
C 2.1485 -0.8818 -2.5313
H 2.6275 -1.8459 -2.4624
H 0.6240 -1.4401 -1.1585
C -0.8605 0.8699 -1.0442
O -1.0784 1.9560 -0.5381
N -1.7234 -0.1686 -0.9269
H -1.5026 -1.0517 -1.3581
C -2.8429 -0.1414 -0.0217
C -2.9072 -1.4135 0.8166
H -3.6175 -1.3112 1.6347
H -3.2113 -2.2576 0.1955
S -1.2994 -1.9655 1.4856
C -0.8524 -0.7933 2.8307
C -0.0817 0.4144 2.3171
C 0.4126 1.2422 3.5017
C -0.7621 1.6757 4.3738
C -1.5441 0.4598 4.8627
C -2.0399 -0.3674 3.6770
H -2.7190 0.2471 3.0814
H -2.5855 -1.2454 4.0321
H -2.3968 0.7794 5.4654
H -0.9007 -0.1587 5.4932
H -0.3998 2.2505 5.2284
H -1.4222 2.3220 3.7910
H 0.9468 2.1187 3.1319
H 1.1097 0.6476 4.0980
H -0.7192 1.0379 1.6901
H 0.7629 0.0835 1.7086
H -0.1816 -1.4116 3.4375
H -3.7862 -0.0400 -0.5764
H -2.7210 0.7487 0.6014
H 0.4199 2.5582 -2.6416
H 2.4713 2.1447 -3.9870
H 4.8610 -1.4686 -3.1068
H 3.8561 -2.0357 -4.4717

# 2
Computed, not measured: a single C15H17NO4 molecule, with ωB97M-V/def2-TZVPD.

Computed properties:
SMILES string: CC(C)COC(=O)Cc1c(O)c2ccccc2[nH]c1=O
LUMO level (Ha): 0.0154
ΔE to the lowest compared entry with this formula, charge and spin (kJ/mol): 0.0
Calculated total energy (Ha): -937.579286
Gap between HOMO and LUMO (eV): 8.9

Cartesian coordinates (Å):
C -2.3421 -0.6932 0.2240
H -2.7107 -0.1099 -0.6170
H -2.5284 -1.7453 0.0231
H -1.2652 -0.5505 0.2994
C -3.0290 -0.2744 1.5228
C -2.4251 -1.0141 2.7140
H -2.9540 -0.7633 3.6304
H -1.3794 -0.7401 2.8336
H -2.4879 -2.0887 2.5618
C -2.9258 1.2425 1.7313
H -3.3866 1.7811 0.8970
H -3.4039 1.5332 2.6697
O -1.5593 1.6369 1.8423
C -0.9758 2.1969 0.8041
O -1.5408 2.5488 -0.2124
C 0.5205 2.2979 0.9823
C 1.1411 1.1232 0.2567
C 1.0966 0.9839 -1.1020
C 1.7709 -0.1239 -1.7396
C 1.7890 -0.2863 -3.1284
C 2.4402 -1.3570 -3.6953
C 3.0840 -2.2906 -2.8863
C 3.0746 -2.1534 -1.5162
C 2.4194 -1.0695 -0.9277
N 2.3849 -0.9124 0.4289
C 1.7850 0.1328 1.1009
O 1.8203 0.1704 2.3194
H 2.8440 -1.6015 1.0123
H 3.5714 -2.8765 -0.8859
H 3.5935 -3.1297 -3.3357
H 2.4531 -1.4773 -4.7675
H 1.2836 0.4473 -3.7358
O 0.4654 1.8357 -1.9232
H -0.1885 2.3789 -1.4370
H 0.8795 3.2425 0.5677
H 0.7823 2.2147 2.0371
H -4.0967 -0.5089 1.4513

# 3
Computed, not measured: a single C2H7OPS molecule at a distorted geometry, with ωB97M-V/def2-TZVPD.

Computed properties:
SMILES string: CCSOP
LUMO level (Ha): -0.0242
ΔE to the lowest compared entry with this formula, charge and spin (kJ/mol): 310.4
Calculated total energy (Ha): -895.097833
Gap between HOMO and LUMO (eV): 8.2

Cartesian coordinates (Å):
C 1.4364 -0.3442 -0.7850
C 1.1019 0.3282 0.5541
O -1.5705 0.6607 -0.5597
P -2.7216 -0.2990 -0.1651
S -0.1542 1.5989 0.4286
H 0.5588 -0.8581 -1.0877
H 1.7301 0.4710 -1.4748
H 2.3251 -1.0031 -0.6667
H 2.0275 0.8683 0.9908
H 0.7058 -0.4803 1.3038
H -2.0724 -1.2982 0.6812
H -3.3669 0.3558 0.7805